Entry 1:
# C24H33ClN2O2

A molecular structure, C24H33ClN2O2 at a distorted geometry (ωB97M-V/def2-TZVPD, the OMol25 dataset).

Computed properties:
E_HOMO = -7.89 eV
gap between HOMO and LUMO = 8.6 eV
E_tot = -1653.7337 hartree
LUMO energy = 0.7 eV
max |F| = 18.2 eV/Å

Last column: natural (NBO) charge in e.
Geometry (Å):
C (-8.23672, -1.49061, -0.43704)  -0.1994
O (-6.80703, -1.76512, -0.14891)  -0.5415
C (-5.81720, -0.78859, -0.56127)  0.2526
C (-6.18264, 0.25961, -1.25866)  -0.2661
C (-5.18811, 0.97816, -1.72846)  -0.2329
C (-3.97161, 0.77847, -1.15620)  -0.2052
C (-3.71196, -0.42294, -0.33840)  -0.0175
C (-4.67011, -1.17130, -0.30607)  0.1658
O (-4.31920, -2.29822, 0.39200)  -0.5337
C (-4.95376, -3.56727, 0.31997)  -0.2719
H (-5.95972, -3.33074, 0.95365)  0.2169
H (-5.35998, -3.60125, -0.81885)  0.1727
H (-4.29976, -4.49315, 0.55715)  0.2053
C (-2.18550, -0.48010, -0.01446)  -0.1816
N (-1.85122, 0.01539, 1.10030)  -0.4382
C (-2.67933, -0.53884, 2.45744)  -0.4241
H (-2.10661, -0.35985, 3.32028)  0.1960
H (-2.63546, -1.64608, 2.35677)  0.2092
H (-3.55151, -0.06442, 2.27219)  0.1900
C (-1.87607, 1.53211, 1.36146)  -0.2457
C (-0.77591, 2.09252, 0.30467)  -0.2203
C (-0.85103, 3.71617, 0.64906)  -0.3650
C (0.42022, 4.28604, -0.27375)  -0.4103
C (1.67846, 3.59694, 0.29880)  -0.1983
N (1.67964, 2.27338, -0.25479)  -0.4369
C (3.04836, 1.49243, 0.21121)  -0.2044
H (3.21490, 1.21248, 1.29513)  0.1766
C (3.06483, 0.23257, -0.44454)  -0.3800
C (4.35548, -0.48087, -0.26167)  -0.0084
C (5.35491, -0.20904, -1.33704)  -0.1421
C (6.64369, -0.49328, -1.41073)  -0.2370
C (7.03712, -1.34594, -0.38477)  0.0295
C (6.23722, -1.56471, 0.80765)  -0.2301
C (4.87481, -1.29154, 0.70022)  -0.2132
H (4.18975, -1.45287, 1.54012)  0.2079
H (6.59892, -1.96221, 1.67732)  0.2221
Cl (8.73584, -1.86342, -0.36088)  -0.0350
H (7.31209, -0.37048, -1.90341)  0.1772
H (4.96036, 0.43298, -2.25035)  0.1950
H (2.56343, 0.28085, -1.34728)  0.2390
H (2.44844, -0.68797, 0.28389)  0.1700
H (3.59734, 2.16025, -0.00846)  0.1647
C (0.53566, 1.52437, 0.86686)  -0.2437
H (0.57455, 0.33933, 0.78781)  0.2351
H (0.69830, 1.89489, 1.82501)  0.1692
H (2.71450, 3.85654, -0.51071)  0.1460
H (2.02901, 3.73614, 1.21343)  0.1728
H (0.40227, 3.78317, -1.34396)  0.2179
H (0.51284, 5.34925, -0.33460)  0.2083
H (-1.81220, 4.09020, 0.18244)  0.2085
H (-0.58963, 3.96888, 1.49017)  0.1645
H (-0.83981, 1.87050, -0.70665)  0.2122
H (-2.63103, 1.96167, 0.82844)  0.1978
H (-1.61849, 1.70644, 2.38118)  0.2133
H (-1.94567, -1.71336, 0.17025)  0.1771
H (-1.46454, -0.10073, -0.59349)  0.2124
H (-3.13915, 1.47312, -1.55245)  0.2071
H (-5.51920, 2.06240, -2.07256)  0.2093
H (-7.21994, 0.63957, -1.48918)  0.2273
H (-8.25385, -1.46422, -1.31826)  0.1447
H (-8.80777, -2.39467, -0.21756)  0.1939
H (-8.60489, -0.56536, 0.00828)  0.1747



Entry 2:
# C2H4N2S

C2H4N2S in the gas phase at a distorted geometry (ωB97M-V/def2-TZVPD, the OMol25 dataset).

Computed properties:
E_HOMO = -9.17 eV
gap between HOMO and LUMO = 9.6 eV
E_tot = -586.1979 hartree
structure (SMILES) = CN(S)C#N
LUMO energy = 0.5 eV
max |F| = 6.8 eV/Å

Last column: natural (NBO) charge in e.
Geometry (Å):
C (1.03857, -0.44667, -0.21601)  -0.3470
N (-0.60693, 0.22298, 0.14039)  -0.6421
S (-0.78229, 1.87028, -0.05385)  0.2357
C (-1.51902, -0.65079, 0.00700)  0.3840
N (-2.19707, -1.57457, -0.01712)  -0.3742
H (1.72097, 0.36821, -0.63875)  0.2190
H (1.39762, -0.99035, 0.64838)  0.2131
H (0.99778, -1.14895, -0.94054)  0.1953
H (-0.04963, 2.34986, 1.07050)  0.1161



Entry 3:
# C10H35N9O8

7 unconnected molecules or ions with the total composition C10H35N9O8 at a distorted geometry (ωB97M-V/def2-TZVPD, the OMol25 dataset).

Computed properties:
E_HOMO = -8.64 eV
gap between HOMO and LUMO = 8.8 eV
E_tot = -1496.7673 hartree
structure (SMILES) = COCCNCCOC.NC(N)=O.NC(N)=O.NC(N)=O.NC(N)=O.O.O
LUMO energy = 0.2 eV
max |F| = 6.4 eV/Å

Last column: natural (NBO) charge in e.
Geometry (Å):
C (-5.97856, -2.57709, 0.49251)  -0.2612
O (-4.81289, -1.82447, 0.85762)  -0.5370
C (-3.65257, -2.39342, 0.34651)  -0.0632
C (-2.39499, -1.48535, 0.11085)  -0.2280
N (-1.83872, -0.62345, 1.16807)  -0.6706
C (-2.58309, 0.45890, 1.85006)  -0.2462
C (-2.75554, 1.76071, 1.07540)  -0.0773
O (-1.50483, 2.31941, 0.89450)  -0.5603
C (-1.54836, 3.43157, 0.06401)  -0.2547
H (-6.03775, -3.55571, 0.96886)  0.1660
H (-6.04839, -2.83423, -0.56442)  0.1677
H (-6.93920, -2.15766, 0.79144)  0.2021
H (-3.94686, -2.96256, -0.53529)  0.1673
H (-3.35811, -3.17891, 1.04250)  0.1598
H (-2.56810, -0.73547, -0.66104)  0.1675
H (-1.58496, -2.13783, -0.21507)  0.2082
H (-0.86960, -0.34251, 1.12352)  0.3824
H (-2.09078, 0.81658, 2.75438)  0.2004
H (-3.53719, 0.08780, 2.22432)  0.2143
H (-3.31897, 2.48905, 1.65864)  0.1682
H (-3.31594, 1.66571, 0.14533)  0.1630
H (-0.58344, 3.78938, -0.29516)  0.2157
H (-2.07061, 4.27057, 0.52382)  0.1694
H (-2.09323, 3.23370, -0.85906)  0.1631
N (0.40163, -1.49400, -2.45842)  -0.8282
C (1.29134, -2.23904, -3.03795)  0.7579
N (0.80844, -3.48485, -3.33798)  -0.8627
O (2.44677, -1.91470, -3.16372)  -0.6656
H (0.68153, -0.54962, -2.23501)  0.4241
H (-0.56049, -1.74809, -2.63123)  0.3869
H (-0.12616, -3.83959, -3.19383)  0.3924
H (1.45745, -4.04471, -3.87224)  0.4047
N (4.99136, -2.29519, -0.38207)  -0.8410
C (4.60194, -1.00471, -0.36924)  0.7634
N (3.37825, -0.82561, 0.06813)  -0.8498
O (5.30111, -0.07631, -0.68558)  -0.6635
H (4.42809, -2.99104, 0.08549)  0.3812
H (5.88694, -2.60272, -0.73344)  0.4040
H (2.64470, -1.48347, -0.15373)  0.3879
H (3.08954, 0.12324, 0.25896)  0.4079
N (1.83941, 1.04823, -2.96471)  -0.8857
C (2.28588, 2.18652, -3.39803)  0.7645
N (2.44434, 2.13513, -4.70389)  -0.8276
O (2.34668, 3.17203, -2.67846)  -0.6899
H (1.66981, 1.20083, -1.98081)  0.4187
H (1.87253, 0.10570, -3.32615)  0.4096
H (2.10911, 1.25702, -5.07356)  0.3865
H (2.52598, 3.01775, -5.18805)  0.4066
N (1.00259, 0.81531, 3.48206)  -0.8207
C (0.69138, 1.65519, 4.39072)  0.7355
N (-0.03463, 1.10475, 5.30243)  -0.8221
O (1.00060, 2.87315, 4.38009)  -0.6904
H (1.61434, 1.10522, 2.73252)  0.4147
H (0.57945, -0.09558, 3.37564)  0.3858
H (-0.10283, 0.09706, 5.30457)  0.3811
H (-0.71276, 1.70750, 5.74619)  0.4093
O (0.78624, 0.99508, -0.01518)  -0.9890
H (0.06473, 1.33245, 0.51569)  0.4971
H (1.57605, 1.28190, 0.44326)  0.4812
O (3.35683, 1.83677, 1.49689)  -0.9768
H (3.99513, 1.75846, 2.20589)  0.4939
H (3.79948, 2.36515, 0.83274)  0.5015



Entry 4:
# C20H64CsN5O12S

A molecular structure, C20H64CsN5O12S at a distorted geometry (ωB97M-V/def2-TZVPD, the OMol25 dataset).

Computed properties:
E_HOMO = -12.99 eV
gap between HOMO and LUMO = 3.6 eV
E_tot = -2394.5053 hartree
charge = +2
LUMO energy = -9.4 eV
max |F| = 5.5 eV/Å

Last column: Mulliken charge in e.
Geometry (Å):
O (-2.81290, 0.71315, -3.35588)  -0.2171
H (-2.46056, 0.43903, -2.50599)  0.2518
H (-2.33547, 0.41456, -4.13338)  0.3720
H (-2.88709, 1.66166, -3.48407)  0.4796
O (-0.17355, 1.77330, -4.65936)  -0.3026
H (0.20004, 1.55885, -3.80143)  0.4653
H (-0.50529, 0.93248, -4.98274)  0.3394
H (-0.90594, 2.36591, -4.47493)  0.4812
O (-0.62577, -2.23251, -3.76112)  -0.2212
H (-0.09903, -1.78831, -3.09268)  0.0002
H (-0.98009, -1.56564, -4.35386)  0.4484
H (-1.36493, -2.70315, -3.36903)  0.5198
Cs (0.02951, 4.01234, -1.85365)  1.0726
S (-0.27804, 0.03436, -1.29450)  0.6516
O (-1.74127, -0.11862, -1.17772)  -0.5735
O (0.32121, -1.24516, -1.73268)  -0.7978
O (-0.01474, 1.07423, -2.28113)  -0.6110
O (0.27140, 0.45049, -0.02924)  -0.7015
C (4.24674, -3.80595, -2.58296)  -1.6184
C (3.12117, -2.80030, -2.81796)  1.4550
C (2.77973, -2.49132, -4.27594)  -1.1181
O (2.02545, -1.30578, -4.49284)  -0.1116
C (1.71553, -0.93303, -5.84319)  -0.7072
N (2.01561, -3.31287, -2.11089)  -0.7534
H (5.20864, -3.49839, -2.99316)  0.3873
H (4.08191, -4.79879, -3.00152)  0.4021
H (4.27855, -4.00415, -1.51160)  0.4023
H (3.39514, -1.85892, -2.34167)  -0.3452
H (2.32531, -3.40152, -4.66727)  0.3717
H (3.71706, -2.25449, -4.77935)  0.4744
H (0.92386, -1.64432, -6.07861)  0.4068
H (2.56095, -1.06892, -6.51766)  0.3427
H (1.38689, 0.10237, -5.93280)  0.0137
H (1.31814, -2.59083, -1.99997)  0.4434
H (2.39690, -3.45018, -1.18576)  0.3622
C (1.88641, 4.22698, 2.86694)  -1.6086
C (0.92049, 3.11789, 2.49682)  0.8021
C (-0.62048, 3.38699, 2.74524)  -0.0211
O (-1.03772, 3.57887, 4.08703)  -0.3720
C (-2.44829, 3.82415, 4.24810)  -0.6377
N (1.05150, 2.79561, 1.02652)  -0.0454
H (2.91688, 3.88304, 2.95611)  0.2971
H (1.63450, 4.57671, 3.86811)  0.4663
H (1.77954, 5.04775, 2.15771)  0.2981
H (1.25519, 2.24454, 3.05658)  0.0453
H (-1.06271, 2.43086, 2.46533)  -0.2400
H (-0.92124, 4.25752, 2.16230)  0.3995
H (-2.74816, 3.83173, 5.29601)  0.2510
H (-3.03681, 3.05980, 3.74064)  0.2022
H (-2.60381, 4.82180, 3.83748)  0.3345
H (0.70015, 1.85841, 0.89126)  -0.3344
H (2.02430, 2.78729, 0.75506)  0.3888
C (4.36108, -0.77618, 0.38233)  -1.5863
C (3.74540, 0.63448, 0.28170)  1.8209
C (4.80482, 1.66504, 0.46047)  -1.1778
O (4.01968, 2.84340, 0.83262)  -0.3222
C (4.85790, 4.02183, 0.74434)  -0.9468
N (3.02016, 0.69939, -1.05915)  -0.4989
H (4.98530, -0.82679, 1.27446)  0.5756
H (4.83623, -0.95344, -0.58250)  0.3132
H (3.66673, -1.57643, 0.63842)  0.2173
H (3.00365, 0.87522, 1.04325)  -0.5621
H (5.31758, 1.90862, -0.47004)  0.4662
H (5.54042, 1.39786, 1.21916)  0.3597
H (5.62893, 4.06789, -0.02474)  0.3747
H (5.26596, 4.19667, 1.73984)  0.3305
H (4.15364, 4.85362, 0.72945)  0.2856
H (2.42964, -0.11946, -1.08876)  -0.2645
H (2.27698, 1.37356, -0.94390)  0.2897
C (-4.60823, -3.25173, 1.37133)  -1.4412
C (-4.31129, -2.34862, 0.11832)  0.6069
C (-4.82192, -0.91968, 0.15691)  0.0445
O (-6.13789, -0.69988, -0.26305)  -0.4446
C (-7.05019, -0.14552, 0.67573)  -0.7696
N (-2.86364, -2.44827, -0.15692)  -0.5754
H (-5.68728, -3.39852, 1.41834)  0.4513
H (-4.21951, -2.79098, 2.27946)  0.2307
H (-4.10733, -4.21550, 1.27990)  0.3953
H (-4.91919, -2.82174, -0.65286)  0.2811
H (-4.30333, -0.26142, -0.54013)  0.0003
H (-4.54590, -0.46994, 1.11066)  -0.0328
H (-8.05870, 0.01429, 0.29431)  0.2884
H (-6.65027, 0.79481, 1.05512)  0.3215
H (-7.18962, -0.69460, 1.60694)  0.3002
H (-2.47155, -1.54461, -0.38001)  0.2302
H (-2.53196, -2.53101, 0.79347)  0.1348
C (-0.12725, -2.71791, 3.68738)  -1.6129
C (-0.23162, -1.70484, 2.54922)  0.9370
C (-1.22558, -0.53886, 2.89990)  -0.0885
O (-2.51797, -1.02440, 3.21751)  -0.2318
C (-3.41540, -0.03612, 3.77788)  -0.9396
N (1.05144, -1.31049, 2.04008)  -0.3852
H (-0.12615, -2.24024, 4.66714)  0.3528
H (0.84845, -3.19969, 3.62414)  0.4445
H (-0.99651, -3.37207, 3.75496)  0.3226
H (-0.71874, -2.21999, 1.72131)  -0.2193
H (-1.18034, 0.17376, 2.07636)  -0.0490
H (-0.82732, -0.06018, 3.79453)  0.6745
H (-3.27935, -0.08183, 4.85839)  0.3397
H (-4.43785, -0.25930, 3.47314)  0.2996
H (-3.22480, 0.98792, 3.45677)  0.2538
H (1.31969, -0.56237, 2.66334)  0.3373
H (0.82862, -0.77499, 1.21322)  -0.4221